Entry from the Open Molecules 2025 dataset: a single C15H17ClN4OS molecule at a distorted geometry (ωB97M-V/def2-TZVPD).

The geometry in XYZ format:
```
39
Properties=species:S:1:pos:R:3:nbo_charge:R:1
C -1.229 4.984 -0.569 -0.637
C -1.430 3.837 -1.563 -0.030
C -2.301 4.078 -2.607 -0.186
C -2.536 3.095 -3.537 -0.240
C -1.890 1.891 -3.459 -0.070
Cl -2.136 0.602 -4.606 0.018
C -0.995 1.680 -2.424 -0.117
C -0.754 2.626 -1.441 0.115
N 0.135 2.429 -0.357 -0.568
C 0.137 1.126 0.197 0.139
C 0.236 0.972 1.566 -0.256
C 0.273 -0.282 2.127 -0.179
C 0.217 -1.428 1.373 -0.051
C 0.298 -2.808 2.002 -0.449
C 1.627 -3.573 1.713 0.411
N 1.546 -4.483 0.566 -0.870
N 1.939 -4.401 2.913 -0.858
N 2.755 -2.648 1.544 -0.840
C 0.085 -1.286 -0.007 0.297
O 0.012 -2.414 -0.756 -0.679
C 0.057 -0.023 -0.547 -0.200
S -0.090 0.139 -2.325 0.228
H -0.234 4.893 -0.113 0.205
H -1.952 4.914 0.254 0.223
H -1.283 5.941 -1.089 0.230
H -2.788 5.046 -2.672 0.218
H -3.230 3.236 -4.364 0.228
H -0.057 3.106 0.367 0.388
H 0.281 1.872 2.179 0.204
H 0.347 -0.394 3.208 0.214
H -0.561 -3.437 1.733 0.217
H 0.280 -2.655 3.088 0.230
H 0.593 -4.577 0.246 0.376
H 2.160 -4.203 -0.187 0.367
H 1.295 -5.189 2.943 0.355
H 2.844 -4.827 2.725 0.351
H 3.481 -3.178 1.067 0.351
H 3.106 -2.456 2.479 0.370
H -0.239 -2.208 -1.669 0.495
```

For the energy above the lowest of the compared OMol25 structures with the same formula, charge and spin, the calculation gives 0.0 kJ/mol. The value obtained for the lowest unoccupied orbital energy is 0.024 hartree. Its net charge is 0. The calculation puts the molecular weight at 336.85 g mol⁻¹. As for the HOMO-LUMO gap: 8.460 eV. The SMILES is Cc1ccc(Cl)c2c1Nc1ccc(CC(N)(N)N)c(O)c1S2.